Record 1
Here is 2 unconnected molecules or ions with the total composition C5H7NS in a non-equilibrium geometry from the OMol25 dataset. Energies are from the ωB97M-V functional and the def2-TZVPD basis.

Geometry (Å):
1 C -0.536 -0.561 -1.238
2 C 0.197 -0.434 -0.076
3 C -0.408 -0.089 1.184
4 C 0.219 0.011 2.329
5 H -0.098 -0.447 -2.160
6 H -1.651 -0.616 -1.188
7 H 1.279 -0.577 -0.112
8 H -1.397 0.214 1.082
9 H 1.313 -0.251 2.266
10 H -0.311 0.339 3.105
11 N -0.856 2.100 -2.182
12 C -1.445 2.563 -1.246
13 S -1.625 3.512 -0.013
14 H -0.713 1.179 -2.510

Properties
- highest occupied orbital energy (eV) = -8.917
- energy relative to the best compared isomer or geometry (same formula, charge and spin) (kcal per mole) = 61.7
- SMILES = C=CC=C.N=C=S
- Kohn-Sham gap (eV) = 9.30
- E_tot (a.u.) = -647.55870
- net charge = 0
- LUMO (eV) = 0.387

=====

Record 2
Here is a molecular structure, C5H7NS in a non-equilibrium geometry from the OMol25 dataset. Energies are from the ωB97M-V functional and the def2-TZVPD basis.

Geometry (Å):
1 C -1.119 -1.423 -0.609
2 C -0.334 -0.322 0.094
3 C 0.050 -0.028 1.474
4 C 1.055 0.972 1.655
5 C 0.152 0.829 -0.505
6 H -1.336 -2.062 0.174
7 H -0.823 -2.056 -1.533
8 H -2.038 -1.117 -1.022
9 H -0.359 -0.643 2.264
10 H 1.506 1.518 2.428
11 H 2.213 1.935 -0.126
12 H -0.524 -0.016 -2.399
13 N 1.043 1.550 0.343
14 S 0.514 0.864 -2.239

Properties
- highest occupied orbital energy (eV) = -7.745
- energy relative to the best compared isomer or geometry (same formula, charge and spin) (kcal per mole) = 72.0
- Kohn-Sham gap (eV) = 8.18
- E_tot (a.u.) = -647.54230
- net charge = 0
- LUMO (eV) = 0.432

=====

Record 3
Here is C5H7NS in the gas phase in a non-equilibrium geometry from the OMol25 dataset. Energies are from the ωB97M-V functional and the def2-TZVPD basis.

Geometry (Å):
1 C -1.496 1.759 -0.011
2 C -2.412 0.463 0.067
3 C -2.115 -0.982 0.119
4 C -0.887 -1.404 -0.013
5 N 0.224 -0.650 -0.308
6 C 1.377 -0.381 -0.061
7 S 2.824 0.287 0.083
8 H -2.144 2.644 -0.611
9 H -1.158 2.015 0.982
10 H -0.465 1.404 -0.523
11 H -2.934 0.660 -0.856
12 H -3.260 0.739 0.750
13 H -2.982 -1.759 0.265
14 H -0.609 -2.476 0.223

Properties
- highest occupied orbital energy (eV) = -8.764
- energy relative to the best compared isomer or geometry (same formula, charge and spin) (kcal per mole) = 53.9
- SMILES = CC/C=C\N=C=S
- Kohn-Sham gap (eV) = 9.26
- E_tot (a.u.) = -647.57120
- net charge = 0
- LUMO (eV) = 0.498

=====

Record 4
Here is C5H7NS in the gas phase in a non-equilibrium geometry from the OMol25 dataset. Energies are from the ωB97M-V functional and the def2-TZVPD basis.

Geometry (Å):
1 C -1.883 -0.023 -0.026
2 C -1.138 0.978 -0.647
3 C -1.345 -1.276 0.245
4 C 0.173 0.918 -1.009
5 C 2.142 -0.076 0.713
6 N -0.192 -1.807 0.057
7 S 1.178 -0.490 -0.806
8 H -2.916 0.164 0.222
9 H -1.649 1.905 -0.876
10 H -2.003 -2.015 0.708
11 H 0.673 1.712 -1.535
12 H 1.465 -0.036 1.559
13 H 2.602 0.892 0.544
14 H 2.893 -0.846 0.852

Properties
- highest occupied orbital energy (eV) = -7.090
- energy relative to the best compared isomer or geometry (same formula, charge and spin) (kcal per mole) = 73.0
- Kohn-Sham gap (eV) = 7.24
- E_tot (a.u.) = -647.54074
- net charge = 0
- LUMO (eV) = 0.153

=====

Record 5
Here is C5H7NS in the gas phase in a non-equilibrium geometry from the OMol25 dataset. Energies are from the ωB97M-V functional and the def2-TZVPD basis.

Geometry (Å):
1 C -1.727 -1.093 -2.370
2 C -1.152 -0.307 -1.680
3 C 0.756 -0.205 -0.107
4 C 0.951 0.101 1.332
5 C -0.436 0.417 -0.698
6 N -1.502 0.571 1.227
7 S -0.576 -0.442 2.146
8 H -1.924 -1.469 -3.324
9 H 1.631 0.126 -0.600
10 H 0.525 -1.245 -0.030
11 H 1.802 -0.381 1.688
12 H 1.086 1.217 1.643
13 H -0.335 1.448 -0.878
14 H -2.368 0.186 1.111

Properties
- highest occupied orbital energy (spin up / spin down) (eV) = -7.685 / -7.415
- energy relative to the best compared isomer or geometry (same formula, charge and spin) (kcal per mole) = 115.7
- Kohn-Sham gap (spin up / spin down) (eV) = 7.40 / 7.07
- E_tot (a.u.) = -647.47261
- net charge = 0
- LUMO (spin up / spin down) (eV) = -0.283 / -0.344

=====

Record 6
Here is 2 unconnected molecules or ions with the total composition C5H7NS2 in a non-equilibrium geometry from the OMol25 dataset. Energies are from the ωB97M-V functional and the def2-TZVPD basis.

Geometry (Å):
1 C 0.906 1.040 -0.851
2 C -0.278 0.370 -0.279
3 C -0.282 -0.437 0.913
4 C -0.466 -1.846 0.133
5 C -1.311 1.453 -0.199
6 H 1.574 -0.177 1.299
7 H 0.826 1.199 -2.017
8 H 0.811 2.202 -0.626
9 H 0.505 -0.415 1.691
10 H -1.131 -0.240 1.704
11 H 0.443 -2.406 -0.105
12 H -1.225 -2.588 0.562
13 N -2.083 2.335 -0.245
14 S 2.639 0.410 -0.510
15 S -0.928 -0.898 -1.470

Properties
- highest occupied orbital energy (eV) = -8.907
- energy relative to the best compared isomer or geometry (same formula, charge and spin) (kcal per mole) = 129.1
- Kohn-Sham gap (eV) = 7.77
- E_tot (a.u.) = -1045.63839
- net charge = 0
- LUMO (eV) = -1.142

=====

Record 7
Here is C5H7NS2 in the gas phase in a non-equilibrium geometry from the OMol25 dataset. Energies are from the ωB97M-V functional and the def2-TZVPD basis.

Geometry (Å):
1 C -2.693 -0.188 -0.183
2 C -1.706 0.733 -0.559
3 N -0.306 0.525 -0.073
4 C 0.233 -0.845 0.150
5 C 1.539 -0.143 0.340
6 S 2.998 -0.594 -0.547
7 C 0.961 1.088 -0.140
8 S 1.487 2.695 -0.070
9 H -3.794 0.047 -0.631
10 H -2.555 -1.140 0.414
11 H -1.640 1.821 -1.058
12 H 0.147 -1.357 -0.783
13 H -0.128 -1.356 1.003
14 H 1.647 0.069 1.481
15 H 3.810 -1.353 0.656

Properties
- highest occupied orbital energy (eV) = -8.540
- energy relative to the best compared isomer or geometry (same formula, charge and spin) (kcal per mole) = 89.0
- SMILES = C=CN1C[C@@H](S)C1=S
- Kohn-Sham gap (eV) = 8.14
- E_tot (a.u.) = -1045.70227
- net charge = 0
- LUMO (eV) = -0.404

=====

Record 8
Here is 2 unconnected molecules or ions with the total composition C5H7O2S in a non-equilibrium geometry from the OMol25 dataset. Energies are from the ωB97M-V functional and the def2-TZVPD basis.

Geometry (Å):
1 C -3.530 1.824 -0.553
2 C -2.656 1.716 0.239
3 C 0.148 -0.743 -0.128
4 C 1.045 0.252 -0.411
5 C 0.479 -1.971 0.655
6 O 2.669 1.522 0.727
7 O 3.439 0.035 -1.125
8 S 2.715 0.170 0.169
9 H 0.768 1.182 -0.782
10 H -4.412 1.648 -1.184
11 H -1.736 1.822 0.664
12 H -0.824 -0.706 -0.716
13 H 0.281 -1.969 1.788
14 H 1.607 -1.992 0.530
15 H 0.006 -2.790 0.128

Properties
- highest occupied orbital energy (eV) = -3.017
- energy relative to the best compared isomer or geometry (same formula, charge and spin) (kcal per mole) = 89.2
- Kohn-Sham gap (eV) = 6.33
- E_tot (a.u.) = -743.27912
- net charge = -1
- LUMO (eV) = 3.318

=====

Record 9
Here is a molecular structure, C5H7O4Tl in a non-equilibrium geometry from the OMol25 dataset. Energies are from the ωB97M-V functional and the def2-TZVPD basis.

Geometry (Å):
1 O 0.287 -0.534 -0.765
2 Tl 2.013 -0.145 -2.359
3 C -0.459 -1.738 -0.547
4 C -1.204 -1.535 0.757
5 H -2.188 -1.095 0.545
6 H -1.078 -1.921 -1.432
7 H 0.242 -2.559 -0.180
8 H -1.374 -2.469 1.305
9 C -0.342 -0.422 1.550
10 C 0.425 0.222 0.457
11 O 0.336 1.592 0.315
12 C 1.026 2.222 -0.623
13 O 1.792 1.696 -1.410
14 O 0.769 3.501 -0.565
15 H 0.333 -0.925 2.256
16 H -0.962 0.300 2.094
17 H 0.384 3.809 -1.399

Properties
- highest occupied orbital energy (spin up / spin down) (eV) = -12.447 / -14.202
- multiplicity = 2
- energy relative to the best compared isomer or geometry (same formula, charge and spin) (kcal per mole) = 17.7
- Kohn-Sham gap (spin up / spin down) (eV) = 8.67 / 9.89
- E_tot (a.u.) = -667.86227
- net charge = +1
- LUMO (spin up / spin down) (eV) = -3.777 / -4.315

=====

Record 10
Here is C5H7OP in the gas phase in a non-equilibrium geometry from the OMol25 dataset. Energies are from the ωB97M-V functional and the def2-TZVPD basis.

Geometry (Å):
1 C 1.359 -1.678 0.289
2 C 0.408 -0.642 -0.069
3 C 0.724 0.779 -0.446
4 C -0.284 1.670 -0.231
5 C -1.598 1.130 0.300
6 P -1.367 -0.753 0.443
7 O -0.921 -1.165 -1.062
8 H 1.724 -1.514 1.197
9 H 2.097 -1.717 -0.509
10 H 0.872 -2.581 0.480
11 H 1.752 0.884 -0.754
12 H -0.352 2.783 -0.417
13 H -2.131 1.479 1.233
14 H -2.284 1.325 -0.455

Properties
- highest occupied orbital energy (eV) = -8.556
- energy relative to the best compared isomer or geometry (same formula, charge and spin) (kcal per mole) = 39.7
- SMILES = C[C@]12C=CCP1O2
- Kohn-Sham gap (eV) = 9.40
- E_tot (a.u.) = -611.22327
- net charge = 0
- LUMO (eV) = 0.844

=====

Record 11
Here is 2 unconnected molecules or ions with the total composition C5H7OP in a non-equilibrium geometry from the OMol25 dataset. Energies are from the ωB97M-V functional and the def2-TZVPD basis.

Geometry (Å):
1 C 1.627 1.128 0.346
2 C 1.007 2.008 -0.449
3 C 0.810 -0.042 0.362
4 C -0.172 0.292 -0.484
5 C 1.061 -1.354 1.003
6 O -0.148 1.504 -0.986
7 P -3.629 0.390 0.345
8 H 2.561 1.213 0.926
9 H 1.442 2.997 -0.838
10 H 1.603 -2.033 0.398
11 H 1.787 -1.267 1.896
12 H 0.012 -1.835 1.258
13 H -3.559 -1.000 0.806
14 H -4.590 0.020 -0.672

Properties
- highest occupied orbital energy (spin up / spin down) (eV) = -8.903 / -8.532
- energy relative to the best compared isomer or geometry (same formula, charge and spin) (kcal per mole) = 114.9
- Kohn-Sham gap (spin up / spin down) (eV) = 7.73 / 7.71
- E_tot (a.u.) = -611.10342
- net charge = 0
- LUMO (spin up / spin down) (eV) = -1.172 / -0.821

=====

Record 12
Here is a molecular structure, C5H7OP in a non-equilibrium geometry from the OMol25 dataset. Energies are from the ωB97M-V functional and the def2-TZVPD basis.

Geometry (Å):
1 C 1.691 -0.920 -0.516
2 C 0.832 0.657 -1.363
3 C -0.287 -0.608 0.743
4 C 0.935 -1.283 0.553
5 C -1.682 1.767 -0.195
6 O 1.379 -2.247 1.415
7 P -0.694 0.283 -0.679
8 H 2.655 -1.239 -0.839
9 H 1.053 0.674 -2.412
10 H -0.993 -0.852 1.520
11 H -1.298 2.155 0.746
12 H -2.730 1.497 -0.092
13 H -1.578 2.516 -0.977
14 H 0.716 -2.401 2.098

Properties
- highest occupied orbital energy (spin up / spin down) (eV) = -7.774 / -7.777
- energy relative to the best compared isomer or geometry (same formula, charge and spin) (kcal per mole) = 89.1
- Kohn-Sham gap (spin up / spin down) (eV) = 7.26 / 7.26
- E_tot (a.u.) = -611.14455
- net charge = 0
- LUMO (spin up / spin down) (eV) = -0.515 / -0.513

=====

Record 13
Here is C5H8 in the gas phase in a non-equilibrium geometry from the OMol25 dataset. Energies are from the ωB97M-V functional and the def2-TZVPD basis.

Geometry (Å):
1 C -2.342 -0.437 -0.160
2 C -1.580 0.444 0.000
3 C -0.142 0.657 0.143
4 C 0.858 -0.534 0.246
5 C 2.166 -0.064 -0.212
6 H -3.202 -1.011 -0.248
7 H 0.061 1.341 -0.733
8 H 0.041 1.261 0.977
9 H 0.973 -0.912 1.308
10 H 0.515 -1.375 -0.312
11 H 2.912 -0.830 -0.291
12 H 2.283 0.438 -1.197
13 H 2.660 0.690 0.392

Properties
- highest occupied orbital energy (eV) = -10.022
- energy relative to the best compared isomer or geometry (same formula, charge and spin) (kcal per mole) = 55.9
- SMILES = C#CCCC
- Kohn-Sham gap (eV) = 11.11
- E_tot (a.u.) = -195.20295
- net charge = 0
- LUMO (eV) = 1.087

=====

Record 14
Here is C5H8 in the gas phase in a non-equilibrium geometry from the OMol25 dataset. Energies are from the ωB97M-V functional and the def2-TZVPD basis.

Geometry (Å):
1 C 1.580 -1.895 -0.985
2 C 0.430 -1.393 -0.552
3 C 0.234 -0.033 -0.069
4 C -0.922 0.506 0.315
5 C -1.044 1.885 0.822
6 H 1.709 -2.945 -1.213
7 H 2.502 -1.326 -0.902
8 H -0.410 -2.086 -0.548
9 H 1.143 0.560 -0.007
10 H -1.858 -0.029 0.202
11 H -0.170 2.489 0.598
12 H -1.232 1.926 1.903
13 H -1.963 2.340 0.434

Properties
- highest occupied orbital energy (eV) = -8.590
- energy relative to the best compared isomer or geometry (same formula, charge and spin) (kcal per mole) = 15.8
- SMILES = C=C/C=C/C
- Kohn-Sham gap (eV) = 9.87
- E_tot (a.u.) = -195.26689
- net charge = 0
- LUMO (eV) = 1.275

=====

Record 15
Here is C5H8 in the gas phase in a non-equilibrium geometry from the OMol25 dataset. Energies are from the ωB97M-V functional and the def2-TZVPD basis.

Geometry (Å):
1 C -1.396 -0.357 -0.215
2 C -0.739 0.936 0.199
3 C 0.748 0.864 0.122
4 C 2.004 0.671 -0.150
5 C 1.666 -0.735 0.039
6 H -1.347 -0.473 -1.328
7 H -2.440 -0.484 0.190
8 H -0.795 -1.194 0.171
9 H -0.833 1.106 1.202
10 H -1.100 1.792 -0.241
11 H 2.894 1.149 -0.476
12 H 1.842 -1.042 1.080
13 H 1.763 -1.714 -0.718

Properties
- highest occupied orbital energy (eV) = -8.281
- energy relative to the best compared isomer or geometry (same formula, charge and spin) (kcal per mole) = 94.1
- SMILES = CCC1=CC1
- Kohn-Sham gap (eV) = 9.43
- E_tot (a.u.) = -195.14211
- net charge = 0
- LUMO (eV) = 1.154

=====

Record 16
Here is C5H8 in the gas phase from the OMol25 dataset. Energies are from the ωB97M-V functional and the def2-TZVPD basis.

Geometry (Å):
1 C -0.234 1.882 -0.244
2 C -0.291 0.635 0.529
3 C -0.416 -1.588 0.010
4 C 0.555 -0.434 0.355
5 C 1.959 -0.392 0.263
6 H 0.798 2.223 -0.350
7 H -0.569 1.591 -1.257
8 H -0.928 2.644 0.109
9 H -1.235 0.414 1.037
10 H -0.875 -2.068 0.877
11 H 0.162 -2.293 -0.583
12 H -1.231 -1.231 -0.641
13 H 2.306 -1.384 -0.105

Properties
- highest occupied orbital energy (eV) = -7.788
- energy relative to the best compared isomer or geometry (same formula, charge and spin) (kcal per mole) = 109.4
- Kohn-Sham gap (eV) = 6.87
- E_tot (a.u.) = -195.11777
- net charge = 0
- LUMO (eV) = -0.914